C31H58AsN6O4S2 | ωB97M-V/def2-TZVPD

Each line ends with the Mulliken charge.
Geometry (Å):
C 0.534267 1.398972 1.357128  -1.6779
C 1.547668 0.874048 0.332145  1.2549
C 1.543315 -0.672539 0.332870  -0.6734
O 1.088845 -1.214566 1.587988  -0.4988
C 2.213555 -1.332530 2.448593  0.4501
O 2.502548 -0.379747 3.112933  -0.3066
C 2.947862 -2.655169 2.386267  -0.2299
S 3.045108 -3.610415 3.955191  -0.3869
As 3.024393 -2.235693 5.897783  -0.7699
O 2.921804 1.295892 0.564878  -0.2491
C 3.040385 2.535533 1.068021  0.6587
O 2.563406 3.520359 0.539039  -0.6082
C 3.857212 2.753977 2.352094  -0.6553
S 5.153143 1.512342 2.660217  -0.1986
H -0.376437 0.791272 1.333444  0.5217
H 0.912532 1.441453 2.383893  0.1470
H 0.254568 2.425334 1.073714  0.5396
H 1.227141 1.272293 -0.641476  -0.2465
H 0.823024 -1.015196 -0.417851  0.0365
H 2.534984 -1.077270 0.079464  0.3415
H 2.381093 -3.286108 1.686697  0.3343
H 3.939540 -2.538906 1.934509  -0.0330
H 1.687380 -1.595283 5.370111  0.0596
H 2.238498 -3.419186 6.603256  0.0370
H 4.359173 -2.908281 6.442650  0.0726
H 3.916316 -1.134377 5.239684  0.0392
H 2.908044 -1.331164 7.195882  0.1102
H 4.340283 3.732712 2.292099  0.4254
H 3.121690 2.786211 3.164945  0.2491
H 5.801269 1.391309 1.481330  0.0921
C -2.798835 3.460043 1.220405  -0.7216
C -3.534273 3.741478 -0.084366  -0.5927
C -4.034872 2.465275 -0.769572  -0.1236
C -2.912372 1.576591 -1.103211  0.2645
N -2.037196 0.878883 -1.358618  -0.3594
H -1.901696 2.864666 1.053942  -0.0356
H -2.486226 4.393472 1.690040  0.3569
H -3.440204 2.924533 1.923464  0.3180
H -2.869752 4.286561 -0.759293  0.3271
H -4.388526 4.391223 0.118857  0.3514
H -4.566522 2.716353 -1.689026  0.3242
H -4.721869 1.927546 -0.115259  -0.0398
C -3.280011 -2.575048 0.881633  -1.1944
C -4.577563 -3.001860 0.199655  -0.4371
C -5.225523 -1.869772 -0.605075  -0.3008
C -5.562460 -0.744253 0.276793  0.2654
N -5.818035 0.139183 0.965103  -0.6336
H -3.451819 -1.780630 1.609974  0.3189
H -2.837666 -3.414636 1.417144  0.4245
H -2.550033 -2.217729 0.152516  0.2509
H -5.278661 -3.362239 0.955036  0.2663
H -4.371826 -3.837838 -0.471158  0.3733
H -6.139909 -2.222216 -1.084788  0.3325
H -4.545556 -1.518656 -1.384114  0.3547
C 8.022725 -4.039153 2.344123  -1.1102
C 7.035254 -5.165410 2.063053  -0.3807
C 6.491073 -5.138156 0.629923  -0.4713
C 5.780037 -3.878393 0.382273  0.3264
N 5.203832 -2.902864 0.206386  -0.4556
H 7.550779 -3.060615 2.245479  0.3175
H 8.404043 -4.114202 3.362706  0.3204
H 8.873936 -4.081736 1.658648  0.3045
H 6.206347 -5.097518 2.771302  0.2766
H 7.528008 -6.125512 2.235434  0.3049
H 5.799959 -5.967262 0.474179  0.2657
H 7.303297 -5.234087 -0.093619  0.3129
C 2.617959 1.110192 -3.297387  -1.0091
C 2.094394 0.358181 -4.520154  -0.5349
C 0.984084 -0.640102 -4.168555  -0.2804
C 1.476314 -1.652417 -3.223386  0.2836
N 1.866440 -2.429974 -2.475010  -0.5008
H 3.067391 0.397201 -2.591685  0.5072
H 3.386982 1.813629 -3.563717  0.3870
H 1.829131 1.647297 -2.785249  0.2862
H 2.925965 -0.167459 -4.997865  0.2373
H 1.707738 1.067887 -5.246423  0.3100
H 0.631889 -1.146167 -5.069094  0.3524
H 0.135051 -0.122357 -3.716364  0.1672
C -9.007456 -1.158858 2.692475  -1.1095
C -9.749211 -0.877069 1.391251  -0.3986
C -10.257781 -2.151530 0.704701  -0.4308
C -9.131632 -3.032987 0.369221  0.2979
N -8.251068 -3.718206 0.102914  -0.4413
H -8.110935 -1.756064 2.521236  0.2672
H -8.690497 -0.226269 3.158343  0.3096
H -9.646298 -1.692429 3.400459  0.3661
H -9.085626 -0.334475 0.714516  0.2562
H -10.600413 -0.224749 1.597779  0.3240
H -10.790997 -1.899810 -0.212828  0.2775
H -10.945524 -2.691320 1.357791  0.2804
C 2.783025 6.671266 -5.060736  -1.1033
C 2.248682 5.982126 -6.311564  -0.4257
C 1.134305 4.975298 -6.006448  -0.5034
C 1.629850 3.914319 -5.117439  0.0878
N 2.019320 3.087696 -4.418582  -0.2888
H 3.235675 5.956610 -4.372130  0.3312
H 3.551280 7.398233 -5.326191  0.3214
H 1.986084 7.198472 -4.532293  0.2947
H 3.072031 5.475573 -6.819657  0.3002
H 1.863503 6.737625 -6.999863  0.3044
H 0.774497 4.518954 -6.929710  0.2634
H 0.291080 5.472875 -5.524426  0.2774

Force components x, y, z for each atom (eV/Å):
-0.0433 0.9765 -0.1818
-0.6279 -0.5520 -0.0622
-0.3751 0.1653 -0.0737
1.0012 -0.3307 -0.2157
-0.0117 0.6010 0.3320
-0.0017 -0.4149 -0.0937
-0.5338 -0.4035 -0.3214
0.0612 -0.8276 -1.1862
0.1316 1.4164 1.8098
-0.2589 0.2790 1.0968
0.3223 1.3965 -0.3269
-0.1426 -0.6883 0.1622
0.5023 -0.4094 -1.2465
0.0337 -0.4824 0.7829
0.3125 -0.0178 0.0094
0.0248 -0.4053 -0.2266
0.0844 -0.2487 0.0879
0.2976 -0.3514 0.0770
0.1587 0.0526 0.1587
-0.2331 0.1728 -0.0568
0.1847 0.1411 0.1726
-0.3573 0.4462 0.4038
-0.0100 -0.1008 -0.1634
-0.2046 -0.0872 -0.2843
0.1016 -0.1636 -0.1522
-0.1126 -0.0189 -0.3334
0.0744 -0.1610 0.1583
-0.4139 -0.0760 -0.1214
0.4176 -0.4393 0.0825
-0.5340 0.5236 -0.0390
-0.0320 0.0438 0.0307
0.1582 0.1224 0.2012
0.2313 0.2026 0.0171
-0.3365 -0.0027 0.0179
0.0800 -0.0454 -0.0817
-0.0429 -0.0438 -0.0084
-0.0115 -0.0173 0.0122
0.0221 -0.0143 -0.0112
-0.0594 -0.0236 -0.0568
-0.0592 -0.0662 -0.1072
0.0128 -0.1025 -0.0299
0.0449 -0.0425 -0.0236
-0.0250 -0.0297 -0.0572
0.3141 -0.0684 0.2570
-0.0239 -0.1602 0.2202
0.0010 -0.0706 -0.3273
-0.1161 -0.0068 0.0511
0.0029 0.0256 -0.0399
0.0291 0.0218 -0.0220
0.0195 0.0199 0.0449
-0.1068 0.0021 -0.1219
-0.1164 0.0475 -0.0710
-0.0386 0.0656 0.0374
0.0136 0.1024 0.0636
0.0279 -0.0104 -0.0052
0.1371 0.0574 0.2460
-0.0331 0.1291 0.3121
0.0080 -0.3522 -0.1754
0.1895 0.1603 -0.2540
-0.0223 -0.0239 -0.0261
-0.0015 0.0033 -0.0148
-0.0006 0.0229 0.0049
-0.0634 -0.0187 -0.0860
-0.0673 -0.0405 -0.0884
-0.0466 0.0614 -0.0649
-0.0196 0.0411 -0.0242
0.6132 -1.8544 0.8838
0.2714 0.0663 0.2808
0.3170 -0.0076 0.0177
-0.2884 0.1041 -0.1325
0.0423 -0.1273 -0.0648
-0.1725 -0.1052 -0.0495
0.2277 -0.1415 0.1212
0.0194 -0.0721 0.1241
-0.0767 -0.0938 -0.0019
-0.1042 -0.1131 -0.0795
-0.0527 -0.0604 0.0612
0.0109 -0.0383 0.0635
-0.0137 0.0077 0.0131
0.1079 0.1184 0.2235
0.2763 0.2052 0.0386
-0.3651 -0.0077 -0.0482
0.1520 -0.0067 -0.0387
-0.0219 -0.0069 -0.0158
0.0066 -0.0188 -0.0039
0.0156 -0.0041 -0.0040
-0.0481 -0.0351 -0.0506
-0.0513 -0.0547 -0.1001
0.0077 -0.1001 -0.0230
0.0336 -0.0479 -0.0133
0.0415 0.0090 -0.0271
0.1471 0.2268 0.1015
0.3178 -0.0489 -0.0043
-0.2846 0.1062 -0.0744
-0.7710 2.3667 -1.3073
-0.0689 -0.0174 0.0097
-0.0321 0.0174 0.0084
0.0213 -0.0124 0.0185
-0.0797 -0.0538 -0.0430
-0.0663 -0.0882 -0.0401
-0.0505 -0.0488 0.0543
0.0010 -0.0441 0.0344

Results
- net charge = -1
- largest force on an atom (eV Å⁻¹) = 2.812
- E_HOMO (eV) = -3.135
- HOMO-LUMO gap (eV) = 4.89
- energy (eV) = -132721.80873